1.
16
Properties=species:S:1:pos:R:3:forces:R:3 method="wB97M-V/def2-TZVPD" homo_energy_ev=-13.301 gap_ha=0.3661 charge=+1
C 2.3148 -0.2313 -2.4376 -0.2 0.0 0.2
C 1.2608 -0.7921 -3.0327 -0.1 0.1 0.2
H 2.5014 0.8461 -2.5124 0.0 -0.5 0.0
H 3.0241 -0.8320 -1.8568 -0.2 0.3 -0.3
H 0.5515 -0.1914 -3.6134 0.3 -0.3 0.2
H 1.0742 -1.8695 -2.9578 0.1 0.4 -0.1
C 0.0109 0.7276 1.8537 -0.1 0.2 0.6
C -1.0355 0.7469 2.7372 0.6 0.2 0.0
C -1.7439 -0.2082 0.8574 0.2 0.1 0.2
N -0.4604 0.1336 0.7090 0.0 -0.4 -0.9
N -2.0976 0.1637 2.0914 -1.0 -0.3 0.0
H 1.0361 1.0850 1.9511 -0.5 -0.2 -0.1
H -1.1033 1.1243 3.7575 0.0 -0.2 -0.5
H -2.3782 -0.6952 0.1167 0.3 0.2 0.3
H 0.0885 -0.0325 -0.1538 -0.4 0.1 0.7
H -3.0435 0.0251 2.4907 1.0 0.2 -0.4

***

2.
16
Properties=species:S:1:pos:R:3:forces:R:3 method="wB97M-V/def2-TZVPD" homo_energy_ev=-2.580 gap_ha=0.2559 charge=-1
C -1.4172 -0.3688 0.1027 -0.2 1.0 -0.2
O -1.9794 -0.2277 -1.0180 -0.4 0.3 -0.1
C -0.0214 -0.0730 0.4722 -0.7 -0.3 -0.5
C 0.8222 0.4493 -0.6925 0.4 -0.7 0.1
C 2.2448 -0.1203 -0.6796 -0.3 0.1 0.2
N 0.4644 -0.2738 1.7040 1.0 0.1 0.5
H -2.1168 2.0277 0.7703 0.0 0.0 0.3
H -1.9916 -0.6269 1.0122 0.0 -0.4 0.0
H -0.4736 -1.2498 -0.0036 0.7 -0.6 0.4
H 0.3081 0.1796 -1.6121 -0.1 0.3 -0.2
H 0.8588 1.5379 -0.6036 -0.1 0.1 0.0
H 2.6030 -0.1428 0.3491 0.0 0.0 0.1
H 2.9303 0.4661 -1.2795 0.2 0.2 -0.2
H 2.2626 -1.1370 -1.0731 -0.1 -0.1 0.0
H -2.0025 2.1153 1.5070 0.0 0.0 -0.2
H 0.2876 0.4827 2.3537 -0.5 0.0 0.0

***

3.
67
Properties=species:S:1:pos:R:3:forces:R:3 method="wB97M-V/def2-TZVPD" homo_energy_ev="-9.940 / -9.944" gap_ha="0.2246 / 0.2272" charge=+1
Pd 0.5022 1.3599 0.3600 -1.0 0.4 -1.4
Cl 5.9754 5.7258 0.6553 0.1 0.1 0.0
C 4.3988 5.0563 0.4289 -0.2 -0.1 0.0
C 4.2696 3.7289 0.0618 0.1 -0.1 -0.1
C 2.9984 3.2136 -0.0814 -0.4 0.8 0.3
Cl 2.7714 1.5498 -0.5566 0.2 -0.6 0.0
C 1.8075 3.9378 0.1339 0.8 0.1 0.0
O 0.6226 3.4240 0.0052 -0.5 -1.0 0.4
C 2.0121 5.2969 0.4821 -0.1 -0.4 -0.1
Cl 0.6129 6.2673 0.7355 -0.1 0.1 0.0
C 3.2710 5.8417 0.6289 0.1 0.0 0.0
H 5.1446 3.1163 -0.1083 0.0 0.0 0.0
H 3.3794 6.8815 0.9040 0.0 0.0 0.0
C -4.7506 1.6883 1.3176 -0.1 0.0 -0.2
N -3.7264 1.6192 2.3404 0.2 0.0 0.0
C -3.9477 1.5999 3.6983 0.0 0.0 0.1
C -2.7560 1.5381 4.2988 -0.1 0.0 0.1
N -1.7687 1.5213 3.3059 -0.5 -0.1 -0.3
C -2.3986 1.5694 2.0799 0.0 0.0 0.4
S -1.8963 1.6245 0.4712 0.7 -0.1 -0.4
C -0.3880 1.4757 3.6347 0.7 0.0 0.0
C -0.0079 1.5119 4.9776 -0.2 0.0 0.1
C 1.3321 1.4807 5.3010 0.0 0.0 0.0
C 2.2707 1.4087 4.2864 0.0 0.0 0.0
C 1.8067 1.3643 2.9893 0.0 0.0 0.3
N 0.5061 1.3991 2.6594 0.2 0.0 1.0
H -5.7220 1.7306 1.8012 0.0 0.0 0.0
H -4.6987 0.8108 0.6737 0.0 0.0 0.0
H -4.6088 2.5750 0.7010 0.0 0.0 0.0
H -4.9339 1.6390 4.1254 0.0 0.0 0.0
H -2.5434 1.5048 5.3474 0.0 0.0 -0.1
H -0.7291 1.5695 5.7755 0.0 0.0 0.0
H 1.6357 1.5112 6.3384 0.0 0.0 0.0
H 3.3306 1.3858 4.4929 0.0 0.0 0.0
H 2.5130 1.2860 2.1748 0.0 0.0 -0.1
C -3.0156 -4.4373 -2.8606 0.1 0.0 0.1
C -1.9624 -4.4769 -1.7549 -0.2 0.1 0.0
C -2.2285 -3.4925 -0.6152 0.1 0.0 -0.2
C -2.2946 -2.0283 -1.0517 -0.1 -0.2 0.2
N -1.1162 -1.6093 -1.8068 0.0 0.1 0.1
C 0.0283 -1.1884 -1.2846 0.0 -0.3 -0.5
S 0.2874 -1.0879 0.4191 0.1 0.9 0.2
N 1.0301 -0.8828 -2.1088 0.0 -0.1 -0.1
C 1.0147 -1.0074 -3.5617 -0.1 -0.2 -0.1
C 1.1041 -2.4464 -4.0860 0.2 0.1 0.0
C 2.4811 -3.1018 -3.9423 -0.1 0.0 0.2
C 2.8407 -3.5299 -2.5185 0.0 0.0 -0.2
H -2.8333 -5.2262 -3.5895 0.0 0.0 0.0
H -3.0110 -3.4858 -3.3979 0.0 0.0 0.0
H -4.0142 -4.5865 -2.4462 0.0 0.0 0.0
H -0.9714 -4.2868 -2.1788 0.0 -0.1 0.0
H -1.9303 -5.4818 -1.3307 0.1 0.0 0.0
H -1.4477 -3.5965 0.1410 0.0 0.0 0.1
H -3.1828 -3.7359 -0.1402 0.0 0.0 0.0
H -2.3827 -1.3893 -0.1778 0.0 0.1 0.0
H -3.1603 -1.8592 -1.6911 0.0 0.1 0.0
H -1.1622 -1.7191 -2.8086 0.0 0.0 0.0
H 1.9189 -0.7527 -1.6605 0.0 0.1 0.1
H 1.8613 -0.4335 -3.9371 0.0 0.1 0.0
H 0.1097 -0.5240 -3.9403 0.0 0.1 0.0
H 0.8400 -2.4136 -5.1454 0.0 0.0 0.0
H 0.3602 -3.0763 -3.5871 0.0 0.0 -0.1
H 3.2461 -2.4239 -4.3313 0.0 0.0 -0.1
H 2.4926 -3.9878 -4.5793 0.0 0.0 0.0
H 3.0296 -2.6803 -1.8619 0.0 0.0 0.0
H 3.7443 -4.1386 -2.5268 0.0 0.0 0.0
H 2.0391 -4.1273 -2.0785 0.0 0.0 0.0

***

Values for M, g/mol, ordered as above
97.14, 88.13, 682.46
Values for energy above the lowest of the compared OMol25 structures with the same formula, charge and spin, eV, ordered as above
1.743, 2.849, 1.527